Entry from the OMol25 dataset: C17H36Al2BBr2F4IN4Na2O17S as an isolated structure (the ωB97M-V functional and the def2-TZVPD basis).

Geometry as XYZ:
```
87
C17H36Al2BBr2F4IN4Na2O17S | the OMol25 dataset | the ωB97M-V functional and the def2-TZVPD basis
C -2.76876 2.07657 -4.34200
C -2.22283 1.33561 -3.07038
C -2.14096 -0.18972 -3.32248
O -0.77480 -0.57746 -3.52832
C -0.48472 -1.72041 -2.79017
N -0.72961 -1.55573 -1.35809
C 0.31423 -0.77520 -0.71955
C -0.21008 -0.20730 0.60748
O -1.16539 -1.09293 1.15380
N -1.22066 -0.89718 2.59220
O -2.02086 -0.07791 2.81673
C 1.58160 -1.68953 -0.57122
I 1.48044 -2.98228 1.18300
B 2.89395 -0.81828 -0.38510
O 2.96380 0.16776 0.60122
O 4.03100 -1.02507 -1.17174
N 1.67217 -2.60123 -1.76500
C 1.05675 -2.03124 -2.99938
C 1.32022 -2.88560 -4.27465
C 1.97443 -1.99739 -5.39837
O 1.50101 -1.77058 -6.44820
Br 3.77495 -1.24067 -5.01505
H -2.15718 3.00768 -4.48593
H -3.79549 2.38419 -4.09476
H -2.71286 1.41860 -5.23760
H -1.18968 1.69260 -2.94054
H -2.76427 1.61525 -2.16277
H -2.67009 -0.37448 -4.27130
H -2.64712 -0.78496 -2.56011
H -1.07263 -2.59429 -3.11393
H -0.74392 -2.46190 -0.89430
H 0.58326 0.07351 -1.36722
H -0.74894 0.73314 0.37806
H 0.57518 0.03559 1.34026
H 2.95296 1.04636 0.20397
H 3.97874 -0.57026 -2.02675
H 1.24067 -3.50815 -1.54755
H 2.64631 -2.82590 -2.00184
H 1.53400 -1.04881 -3.15581
H 0.28239 -3.30986 -4.73443
H 2.03159 -3.71757 -4.10922
Br -0.67269 -2.22117 -5.94636
C -2.34846 0.95843 5.46181
O -1.50284 1.57917 6.20227
H -2.86920 0.00343 5.90208
H -3.25542 1.53271 5.14253
H -1.96576 0.56463 4.51584
N 0.02536 2.22387 3.70697
H -0.12462 2.45412 4.71113
H 1.00881 2.01146 3.54800
H -0.54689 1.40666 3.46899
H -0.25443 3.01545 3.12895
Na -2.64884 3.73206 -5.81623
C 6.46713 1.33934 -0.08822
O 5.88444 2.65153 -0.32773
C 6.68149 3.52463 -0.90873
O 7.83825 3.31598 -1.24853
O 6.02316 4.66860 -1.05332
C 6.76215 5.75632 -1.66865
H 5.70607 0.73029 0.38936
H 6.75255 0.86795 -1.02869
H 7.32189 1.42113 0.57898
H 7.06608 5.49215 -2.68434
H 7.62629 6.01812 -1.06260
H 6.09317 6.60951 -1.71357
O -2.62045 -3.36263 3.65619
S -3.84787 -2.73842 4.17531
O -4.47847 -1.92473 3.11651
O -3.48023 -1.81383 5.30531
O -4.77817 -3.75100 4.65134
Na 10.14811 3.13854 -1.86413
Al 5.71392 3.06378 -3.12635
C -4.73178 -4.18146 0.52607
C -6.01318 -3.38954 0.51186
O -6.56010 -3.71764 -0.77471
C -6.03942 -4.91074 -1.15470
O -6.40972 -5.53725 -2.09378
O -5.03531 -5.29138 -0.32536
H -4.45766 -4.51639 1.52329
H -3.89218 -3.62809 0.09418
H -6.70949 -3.70724 1.28832
H -5.84871 -2.31978 0.60444
F -2.88468 5.53935 10.01447
Al -2.43917 4.13487 9.14371
F -0.84210 4.33131 8.51229
F -3.52566 3.90436 7.82243
F -2.48414 2.76655 10.17040
```

Calculated values
Kohn-Sham gap = 1.8 eV
2S+1 = 1
E_tot = -251549.2189 eV
Charge = +2
E_LUMO = -8.80 eV